# 1
ORCA calculation (ωB97M-V/def2-TZVPD) on a cluster of 8 separate species, C29H71O19P3 in total at a distorted geometry.

For the HOMO-LUMO gap, the calculation gives 10.083 eV. For the molecular weight, the calculation gives 816.8 u. As for the spin multiplicity: 1. As for the charge: 0.

Atoms and positions in Å:
C 4.764934 0.992761 1.578449
O 4.334873 1.799668 2.660088
P 5.086945 1.756503 4.047714
O 4.936002 0.482043 4.750678
O 6.575754 2.156792 3.749356
C 7.499803 1.142407 3.489920
O 4.545460 3.036193 4.757023
C 3.329075 2.913228 5.479553
H 3.904735 0.888452 0.920885
H 5.003614 -0.035395 1.861621
H 5.555784 1.480526 1.013341
H 7.213641 0.177736 3.909011
H 8.498836 1.403501 3.844907
H 7.668029 0.982306 2.413899
H 3.162816 1.915339 5.878646
H 2.482235 3.210338 4.858180
H 3.355738 3.616059 6.310838
C 0.307708 -1.620494 -7.425883
O 0.181188 -2.874382 -6.734046
P 0.827239 -3.125954 -5.326731
O 1.121472 -4.511975 -5.016368
O -0.148136 -2.447977 -4.248947
C -1.564218 -2.619673 -4.511064
O 2.104872 -2.185320 -5.418170
C 2.807664 -1.776674 -4.256481
H -0.677111 -1.325767 -7.797482
H 0.979096 -1.702296 -8.279094
H 0.651646 -0.822699 -6.765589
H -1.721642 -3.291188 -5.348619
H -2.036382 -1.660846 -4.718589
H -2.011910 -3.015275 -3.608882
H 3.811792 -2.209730 -4.284308
H 2.347685 -2.121962 -3.326297
H 2.966298 -0.703330 -4.123988
C 1.484932 -0.629072 0.065857
O 2.363510 0.176161 -0.743881
P 1.864034 1.453898 -1.508364
O 2.788834 1.874521 -2.556266
O 1.678943 2.490267 -0.332211
C 1.545325 3.906359 -0.660588
O 0.407970 1.130444 -1.986352
C -0.158336 1.318434 -3.297795
H 1.940202 -1.608554 0.198105
H 0.468274 -0.708619 -0.326292
H 1.350910 -0.169997 1.054912
H 2.340928 4.499233 -0.213815
H 0.530820 4.217271 -0.411363
H 1.678778 4.083840 -1.739372
H -1.207052 1.570347 -3.177261
H -0.099398 0.384614 -3.867867
H 0.400151 2.056978 -3.874566
C -4.114501 4.401580 -0.907030
C -4.720953 5.514626 -1.738061
C -3.537144 6.354223 -2.120658
O -2.472320 5.451437 -2.311488
C -2.653861 4.338803 -1.435488
H -4.589856 3.453797 -1.142996
H -4.057229 4.622883 0.156458
H -5.522898 6.065272 -1.244085
H -5.178999 5.025283 -2.600636
H -3.197322 7.052612 -1.316027
H -3.680870 7.150239 -2.861544
H -1.882514 4.440024 -0.667988
H -2.448120 3.451825 -2.034336
C 4.515194 -3.759417 -1.250027
C 3.794893 -5.074775 -1.096134
C 3.244572 -4.980208 0.351077
O 3.734588 -3.760648 0.887432
C 4.922113 -3.421403 0.168725
H 3.894365 -2.939223 -1.616887
H 5.324625 -3.851071 -1.981958
H 4.508163 -5.895755 -1.191449
H 3.029127 -5.269157 -1.848446
H 3.625924 -5.845633 0.902541
H 2.164217 -4.931191 0.443727
H 5.758822 -3.966006 0.623840
H 5.154203 -2.360230 0.274260
C 0.144184 -1.336198 3.427764
C -1.032214 -1.540806 4.394775
C -0.446696 -1.012808 5.712348
O 0.416482 0.013244 5.367044
C 1.127406 -0.447286 4.224596
H -0.166796 -0.885527 2.486827
H 0.681430 -2.262051 3.217116
H -1.346708 -2.582112 4.462518
H -1.900216 -0.964650 4.061928
H 0.051128 -1.881729 6.186263
H -1.218251 -0.759718 6.440307
H 1.970683 -1.082120 4.519467
H 1.546756 0.402733 3.691194
C -2.702249 0.560338 2.282102
O -3.688001 0.656359 1.310120
C -4.984798 0.961390 1.754606
C -5.163602 2.338154 2.341359
O -4.579226 2.440319 3.606258
C -3.662019 3.516727 3.686286
H -3.171309 0.568407 3.266435
H -1.909379 1.297523 2.229890
H -2.192075 -0.408364 2.191021
H -5.339241 0.207693 2.470229
H -5.627955 0.916771 0.870850
H -6.252818 2.480404 2.462593
H -4.921533 3.131170 1.627418
H -2.947598 3.446908 2.864202
H -3.172858 3.544083 4.654472
H -4.234020 4.453415 3.615583
C -5.306535 -2.654520 -2.579329
O -4.422656 -1.552575 -2.528618
C -4.035544 -1.203302 -1.234129
C -3.278946 -2.321257 -0.529374
O -2.317699 -2.869763 -1.379265
C -1.866385 -4.116761 -0.915062
H -4.768400 -3.575082 -2.333172
H -5.820807 -2.662177 -3.532428
H -6.094226 -2.526262 -1.812186
H -4.882374 -0.875581 -0.620594
H -3.378169 -0.348748 -1.362452
H -3.967105 -3.056708 -0.097471
H -2.763821 -1.814200 0.302931
H -0.862981 -4.328964 -1.277728
H -2.625200 -4.888585 -1.113421
H -1.746238 -4.194710 0.187450

Forces on the atoms, in the same order (eV/Å):
C -0.76 -0.48 -0.74
O -0.14 0.38 0.07
P -0.22 -0.75 -0.08
O -0.05 -0.15 0.14
O 0.04 0.80 0.05
C 1.55 -1.20 -0.85
O 0.20 0.20 0.09
C -0.88 0.51 0.53
H 0.04 0.19 -0.10
H 0.37 0.18 0.34
H 0.23 -0.06 0.15
H -0.13 0.16 0.22
H -0.30 0.27 0.44
H -0.47 0.22 0.08
H 0.16 -0.12 -0.13
H 0.10 -0.17 -0.18
H 0.22 -0.02 0.00
C -0.52 0.44 0.04
O 0.05 0.20 -0.76
P 0.46 0.40 0.61
O -0.08 -0.69 -0.04
O 0.11 0.34 -0.77
C -0.06 -0.07 0.40
O -0.44 0.66 0.22
C 1.05 -0.33 1.16
H 0.03 -0.26 0.06
H 0.11 -0.25 0.18
H 0.10 -0.18 -0.02
H -0.10 -0.07 -0.03
H 0.20 0.12 -0.06
H -0.06 -0.06 0.05
H -0.14 -0.11 -0.11
H -0.21 -0.12 -0.19
H -0.53 0.11 -0.68
C -0.31 0.27 0.81
O -0.59 -0.62 0.11
P 0.64 0.35 -0.37
O 0.08 0.07 -0.35
O 0.05 0.95 0.26
C -0.08 -0.39 -1.04
O -0.93 -0.17 -0.18
C 0.58 -0.52 -0.31
H 0.05 0.05 -0.16
H 0.28 -0.09 -0.49
H 0.39 0.02 -0.17
H -0.23 -0.27 0.58
H 0.26 0.11 0.34
H -0.11 -0.36 0.20
H 0.05 0.23 0.10
H 0.01 -0.04 0.30
H -0.13 0.21 0.28
C 1.21 -0.25 -0.16
C -0.78 -0.08 -0.12
C 0.69 1.74 1.41
O -0.05 0.08 -1.13
C 0.07 0.44 -0.38
H -0.21 -0.08 0.57
H -0.43 -0.12 0.06
H 0.16 0.04 0.12
H 0.12 0.35 -0.29
H -0.58 -0.61 0.45
H 0.09 -1.09 -0.98
H -0.23 -0.29 0.31
H -0.02 -0.15 0.17
C 0.93 0.22 -0.88
C -0.61 -0.32 0.09
C 0.32 -0.28 -0.36
O 0.17 0.45 0.34
C -0.23 0.15 0.26
H -0.26 -0.16 0.11
H 0.14 0.09 0.28
H 0.00 0.02 0.17
H -0.07 0.22 0.06
H -0.13 0.11 0.32
H -0.15 -0.18 -0.16
H 0.10 -0.25 -0.52
H -0.30 0.02 0.23
C 0.37 0.02 0.05
C -0.02 0.17 -0.18
C -0.96 -1.89 0.22
O 0.30 0.64 0.08
C 0.11 -0.36 -0.10
H 0.01 -0.02 0.01
H -0.30 -0.09 -0.21
H 0.05 -0.01 0.07
H 0.23 -0.07 0.32
H 0.47 0.36 -0.08
H 0.12 0.77 -0.15
H 0.04 0.18 0.26
H -0.18 0.15 -0.03
C 0.21 -1.24 1.03
O -0.16 0.36 -1.18
C -0.15 0.10 -0.22
C -1.57 -0.13 -0.16
O 0.69 0.28 0.43
C -0.71 0.45 -0.12
H 0.29 0.19 0.13
H -0.09 0.60 -0.16
H -0.19 0.11 -0.25
H 0.07 0.05 0.06
H 0.05 -0.15 0.00
H 0.06 -0.17 0.07
H 0.71 -0.07 0.17
H 0.24 0.17 0.13
H 0.12 -0.42 0.03
H 0.27 0.06 -0.19
C -0.23 0.44 1.11
O -0.57 -0.03 -0.83
C 0.50 -0.14 -0.16
C -0.10 1.19 0.81
O 0.25 -0.28 -0.01
C -0.07 -0.59 1.20
H -0.16 -0.16 -0.41
H 0.32 -0.20 -0.29
H 0.13 -0.09 -0.13
H -0.07 -0.14 0.05
H 0.12 0.13 0.08
H 0.09 -0.25 -0.22
H -0.18 -0.30 0.21
H -0.27 -0.11 -0.66
H 0.42 -0.10 -0.47
H -0.12 0.65 -0.23


# 2
ORCA calculation (ωB97M-V/def2-TZVPD) on a structure of composition C29H73NO8Si2 at a distorted geometry.

For the HOMO-LUMO gap, the calculation gives 9.697 eV. For the molecular weight, the calculation gives 620.1 u. As for the spin multiplicity: 1. As for the charge: 0.

Atoms and positions in Å:
C -3.473380 -1.164675 4.714793
C -2.358442 -2.192236 4.952268
C -2.634264 -3.571357 4.331060
C -2.909259 -3.538815 2.811168
Si -1.529139 -2.749081 1.862170
O -1.731704 -3.094799 0.258798
Si -0.776520 -2.529032 -0.951453
C -1.787239 -1.445398 -2.062598
C -2.183914 -0.069706 -1.502224
N -1.640335 1.129308 -2.146731
C -2.440353 1.595994 -3.286374
C -1.581366 2.065992 -4.464423
C -1.139498 2.165311 -1.347947
C -0.185149 1.792722 -0.257575
O -1.413552 3.349090 -1.626574
C -0.077840 -3.987564 -1.901433
O 0.778709 -3.546823 -2.935083
C 2.051902 -3.186933 -2.436500
C 2.318248 -1.694282 -2.362949
C 3.383260 -1.356380 -1.315394
H -3.275167 -0.239017 5.279680
H -3.591005 -0.897403 3.659399
H -4.412307 -1.581029 5.096609
H -2.244558 -2.341630 6.039232
H -1.390851 -1.801473 4.602302
H -1.772252 -4.229829 4.518623
H -3.495994 -4.026816 4.849940
H -3.054816 -4.556028 2.419884
H -3.838217 -2.987012 2.597046
H -1.538778 -1.270228 2.029966
H -0.206771 -3.265768 2.306116
H 0.338748 -1.755240 -0.330345
H -2.699547 -2.024562 -2.277715
H -1.271237 -1.317189 -3.024089
H -1.981940 0.020785 -0.425283
H -3.271002 0.048459 -1.604063
H -3.091189 0.757895 -3.582197
H -3.076365 2.417402 -2.943860
H -0.519379 2.047637 -4.190007
H -1.703952 1.411778 -5.342344
H -1.830070 3.086625 -4.766461
H 0.412313 2.684780 -0.058991
H 0.461669 0.955197 -0.546176
H -0.716402 1.521113 0.672982
H -0.888672 -4.573582 -2.361735
H 0.463424 -4.678198 -1.226771
H 2.781712 -3.684369 -3.098271
H 2.173493 -3.635269 -1.437003
H 1.367167 -1.182337 -2.155545
H 2.659218 -1.329567 -3.348126
H 4.388422 -1.618637 -1.668426
H 3.406676 -0.290372 -1.089679
H 3.183535 -1.882389 -0.372592
C -7.995235 -3.915508 7.197816
C -6.842817 -2.988650 6.846823
C -7.184230 -1.529519 7.104305
O -6.413068 -3.186147 5.500047
H -8.866045 -3.677644 6.580330
H -7.719654 -4.953888 7.018029
H -8.285007 -3.807281 8.243381
H -5.967065 -3.263140 7.438031
H -8.033863 -1.230367 6.483938
H -6.338151 -0.888125 6.859186
H -7.455255 -1.365043 8.147592
H -7.144155 -2.960480 4.919531
C 2.879222 3.555010 -3.723985
C 2.046891 3.731063 -2.462798
C 1.257811 5.027509 -2.501824
O 2.858882 3.635578 -1.288834
H 3.601487 4.372244 -3.806460
H 3.428019 2.620905 -3.705678
H 2.247471 3.578974 -4.614101
H 1.345470 2.899981 -2.367027
H 1.930688 5.886014 -2.583997
H 0.644005 5.140250 -1.609496
H 0.597008 5.042473 -3.368056
H 3.497081 4.351818 -1.326183
C 8.189324 -0.607679 -4.020607
C 6.856991 -1.244420 -3.660675
C 6.489829 -2.381903 -4.600333
O 5.816969 -0.269637 -3.603123
H 8.139349 -0.182472 -5.027036
H 8.431543 0.191841 -3.321631
H 8.995555 -1.341627 -4.005377
H 6.906620 -1.626144 -2.638740
H 6.392559 -2.004904 -5.622357
H 5.539239 -2.827722 -4.307687
H 7.254219 -3.159503 -4.599831
H 5.719264 0.114191 -4.478108
C 2.033429 -2.264699 8.684476
C 1.178357 -2.772396 7.534771
C 1.522379 -2.091838 6.219301
O -0.212069 -2.648257 7.830137
H 1.865934 -1.193504 8.828475
H 1.776517 -2.780143 9.609112
H 3.094793 -2.414426 8.484262
H 1.322392 -3.849197 7.428429
H 1.338827 -1.016133 6.295200
H 0.907591 -2.488137 5.411447
H 2.571815 -2.236028 5.960502
H -0.406308 -1.713604 7.936825
C 0.982399 8.354192 -7.350199
C 1.088542 7.106187 -6.487942
C -0.277662 6.548700 -6.120901
O 1.882241 7.347553 -5.327888
H 0.455996 9.141032 -6.802539
H 1.973129 8.722806 -7.613445
H 0.428155 8.155702 -8.268189
H 1.652245 6.343869 -7.029419
H -0.838370 7.284560 -5.537649
H -0.176189 5.644674 -5.521642
H -0.859450 6.311544 -7.012420
H 1.438283 8.016436 -4.800871

Forces on the atoms, in the same order (eV/Å):
C 0.13 -0.03 0.40
C -0.03 -0.05 0.25
C -0.22 -0.13 0.00
C -0.17 0.01 0.24
Si -0.11 -0.01 0.12
O -0.05 0.04 0.22
Si 0.25 0.05 -0.10
C -0.01 0.25 -0.57
C -0.46 0.37 0.65
N 0.12 0.41 0.17
C -0.18 -0.17 -0.10
C 0.18 -0.12 -0.30
C -0.87 1.14 -1.35
C 0.03 0.03 0.60
O 0.73 -1.91 0.54
C -0.44 -0.40 0.27
O 0.12 0.11 -0.32
C 0.65 -0.58 -0.11
C 0.10 0.43 -0.40
C -0.02 -0.03 0.04
H 0.00 -0.26 -0.25
H -0.01 -0.07 0.15
H 0.00 0.10 -0.24
H 0.06 0.07 -0.35
H -0.15 -0.03 -0.01
H -0.17 0.17 0.02
H 0.25 0.16 -0.18
H 0.03 0.17 0.10
H 0.18 -0.16 0.05
H 0.08 -0.03 -0.03
H -0.03 0.04 0.02
H -0.14 -0.04 0.05
H 0.19 0.12 -0.03
H -0.05 -0.05 0.13
H 0.02 -0.22 -0.23
H 0.07 -0.20 0.28
H 0.29 0.30 0.03
H -0.04 -0.12 -0.04
H -0.22 0.04 -0.04
H 0.05 0.20 0.29
H 0.02 -0.12 0.06
H 0.04 -0.21 0.07
H -0.18 0.17 0.07
H 0.19 0.10 -0.37
H 0.16 0.16 0.08
H -0.24 0.09 -0.14
H -0.05 0.23 0.24
H 0.09 0.14 -0.15
H 0.31 -0.05 0.03
H -0.22 -0.08 0.31
H -0.23 -0.06 0.10
H -0.02 0.04 -0.10
H 0.05 0.05 -0.15
C 0.02 0.00 -0.09
C 0.08 -0.01 0.13
C 0.02 -0.02 -0.09
O 0.06 -0.03 0.08
H -0.03 -0.01 0.01
H 0.00 -0.01 -0.01
H 0.01 0.02 0.01
H 0.00 0.00 0.06
H -0.02 0.02 0.01
H 0.00 0.00 -0.01
H 0.00 -0.02 0.02
H -0.12 0.03 -0.13
C -0.02 0.16 0.06
C -0.10 -0.01 -0.10
C 0.01 0.07 0.14
O -0.16 -0.07 -0.10
H -0.02 0.03 -0.04
H 0.09 -0.23 0.04
H 0.00 0.00 0.02
H 0.01 -0.05 -0.05
H 0.04 -0.02 -0.03
H 0.00 -0.05 0.00
H -0.02 0.00 -0.01
H 0.14 0.13 0.05
C -0.07 0.05 -0.02
C 0.02 -0.08 0.11
C -0.05 0.07 -0.01
O 0.02 -0.07 0.07
H 0.03 0.00 -0.01
H 0.00 0.01 0.00
H 0.00 -0.02 0.00
H 0.05 -0.04 0.02
H 0.00 -0.02 -0.02
H -0.01 0.01 0.00
H 0.02 0.00 0.01
H -0.03 0.09 -0.15
C -0.09 0.03 0.00
C 0.08 -0.14 -0.06
C -0.09 0.02 0.02
O 0.06 -0.07 0.02
H 0.03 0.01 0.01
H -0.01 0.00 0.01
H 0.01 -0.01 -0.02
H 0.05 -0.02 -0.01
H 0.01 0.02 -0.02
H -0.01 0.00 0.00
H 0.02 -0.01 0.02
H -0.07 0.17 0.02
C 0.03 0.02 0.08
C 0.04 -0.11 -0.14
C 0.05 0.04 0.08
O 0.02 -0.07 -0.08
H -0.01 0.02 -0.02
H 0.01 0.01 0.01
H -0.01 -0.02 0.00
H -0.02 -0.02 -0.05
H -0.03 -0.01 0.00
H 0.00 -0.01 0.01
H 0.01 0.01 -0.02
H -0.07 0.11 0.13